# 1
Formula: C22H26N2O3S
Source: the Open Molecules 2025 dataset
Level of theory: wB97M-V/def2-TZVPD

## Properties
calculated total energy = -43194.3049 eV
HOMO-LUMO gap = 9.17 eV
lowest unoccupied orbital energy = 0.62 eV

```
54
C22H26N2O3S | the Open Molecules 2025 dataset | wB97M-V/def2-TZVPD
C -4.89477 -3.96812 -0.14471
C -4.41224 -2.54856 -0.16503
C -5.30701 -1.48901 -0.18374
C -4.83869 -0.18633 -0.17758
C -3.48299 0.07480 -0.16277
C -2.57035 -0.97730 -0.13708
C -3.04901 -2.28332 -0.13433
H -2.36317 -3.11614 -0.09615
N -1.20382 -0.67538 -0.11901
S -0.71274 0.49565 0.99856
O -1.55104 0.42461 2.16039
O 0.69689 0.29006 1.19451
C -0.95935 2.08652 0.21258
C -0.46262 2.32537 -1.05341
C -0.64220 3.58076 -1.61400
C -1.30393 4.57236 -0.90704
C -1.79070 4.31890 0.36619
C -1.61665 3.06730 0.93290
H -1.98755 2.82714 1.91692
H -2.30396 5.09286 0.91653
H -1.44100 5.54826 -1.34898
H -0.26330 3.78224 -2.60425
H 0.05279 1.54043 -1.58440
C -0.22842 -1.69766 -0.42711
H -0.02187 -2.33923 0.43944
C 1.05533 -1.03872 -0.93813
O 1.02615 -0.23072 -1.84563
N 2.19137 -1.51631 -0.39999
H 2.12472 -2.01563 0.47354
C 3.46856 -0.88324 -0.65639
H 3.33422 -0.31328 -1.57783
C 3.90774 0.02061 0.51051
H 3.07339 0.56781 0.94416
C 4.63936 -0.96374 1.42277
H 5.14899 -0.47258 2.24918
H 4.00168 -1.75374 1.81571
C 5.59323 -1.44173 0.32903
H 6.32231 -2.19841 0.61583
C 4.61334 -1.91264 -0.75105
H 5.06808 -1.93410 -1.73992
H 4.24014 -2.91321 -0.52847
C 6.22237 -0.12197 -0.13393
H 6.59009 -0.18957 -1.15698
H 7.06202 0.14790 0.50698
C 5.06473 0.88899 0.00744
H 4.82231 1.37861 -0.93445
H 5.30462 1.66263 0.73666
H -0.62482 -2.30405 -1.24726
H -3.12334 1.09011 -0.17272
H -5.53761 0.63673 -0.19343
H -6.36936 -1.68214 -0.20160
H -4.80667 -4.37717 0.86184
H -4.29957 -4.58924 -0.81104
H -5.93740 -4.02760 -0.44583
```

# 2
Formula: C22H26N3NaO4
Source: the Open Molecules 2025 dataset
Level of theory: wB97M-V/def2-TZVPD

## Properties
calculated total energy = -40313.7369 eV
HOMO-LUMO gap = 3.56 eV
lowest unoccupied orbital energy = 4.03 eV
net charge = -2

```
56
C22H26N3NaO4 | the Open Molecules 2025 dataset | wB97M-V/def2-TZVPD
Na 0.00547 0.05849 -0.47051
O -1.26813 -0.98347 -2.07384
C -1.79357 -2.11063 -2.24894
C -2.07736 -2.60261 -3.57644
C -2.63695 -3.82918 -3.81142
C -2.97916 -4.69460 -2.75660
C -2.73312 -4.26194 -1.47147
C -2.16653 -3.01445 -1.17936
C -2.01209 -2.68662 0.22324
N -1.57159 -1.60198 0.72210
C -1.59531 -1.47815 2.16133
C -0.35582 -0.74034 2.66417
N -0.25601 0.52763 1.98339
C -0.48201 1.58803 2.63840
C -0.50247 2.94352 2.11211
C -0.69772 3.97743 3.03351
C -0.73057 5.31131 2.67659
C -0.57041 5.62284 1.31556
C -0.38671 4.64403 0.37432
C -0.34445 3.23634 0.69902
O -0.17900 2.36929 -0.19154
H -1.80665 -1.94537 -4.39495
H -2.81494 -4.14254 -4.83679
H -3.41432 -5.66756 -2.94798
H -2.98789 -4.90760 -0.63340
H -2.35025 -3.49065 0.90455
H -1.68446 -2.45450 2.66727
H -2.46876 -0.87598 2.44374
H 0.53330 -1.33059 2.42483
H -0.42135 -0.62507 3.76057
H -0.68818 1.52129 3.72585
H -0.82670 3.70283 4.07926
H -0.88279 6.08703 3.41652
H -0.59056 6.66269 1.00061
H -0.26316 4.89306 -0.67367
N 4.18376 -0.30859 0.33151
C 3.31012 -1.06278 -0.35263
O 2.09055 -0.84926 -0.32892
C 3.94916 -2.21908 -1.13710
C 5.45224 -2.42430 -1.15382
H 3.90866 0.51750 0.83410
H 5.15575 -0.56639 0.19519
H 3.54089 -2.09661 -2.14871
H 3.43217 -3.10757 -0.75044
H 5.99199 -1.57550 -1.59901
H 5.85316 -2.63113 -0.15088
C 2.85962 4.43381 2.18575
C 3.34383 3.09958 2.68295
C 2.73257 2.59396 3.96595
O 4.17855 2.45943 2.08376
H 2.52272 5.07607 2.99978
H 1.98992 4.26120 1.54509
H 3.63645 4.91466 1.59410
H 3.09873 3.20976 4.79289
H 3.00682 1.55420 4.12740
H 1.64861 2.70597 3.93004
```

# 3
Formula: C22H26N3O2
Source: the Open Molecules 2025 dataset
Level of theory: wB97M-V/def2-TZVPD

## Properties
calculated total energy = -31795.0782 eV
HOMO-LUMO gap = 8.99 eV
lowest unoccupied orbital energy = -3.38 eV
net charge = +1

```
53
C22H26N3O2 | the Open Molecules 2025 dataset | wB97M-V/def2-TZVPD
C -3.73862 -1.43530 0.37047
N -2.39474 -1.91570 0.71830
C -2.37061 -3.16285 1.50748
C -1.32353 -1.14656 0.47240
C -0.00805 -1.67875 0.83468
C 0.41628 -2.91059 0.28120
C 1.71512 -3.34213 0.54462
C 2.56863 -2.54300 1.32733
C 2.16616 -1.28357 1.78507
C 0.85037 -0.87320 1.61113
H -4.43081 -2.23187 0.66739
H -3.97433 -0.50107 0.90354
H -3.79108 -1.26342 -0.71769
H -3.40361 -3.31818 1.84847
H -2.09569 -4.01250 0.86853
H -1.70512 -3.11442 2.38236
H -1.57194 -0.07688 0.51642
H -0.26126 -3.50554 -0.35595
H 2.03849 -4.29711 0.13215
H 3.58401 -2.89402 1.53254
H 2.86680 -0.61696 2.29680
H 0.45272 0.04885 2.05884
O -1.23115 1.86665 1.42536
C -0.20270 2.28836 0.88922
C 1.01162 2.83189 1.55074
C 1.87369 3.28360 0.55977
C 3.10410 3.84953 0.86089
C 3.48961 3.90342 2.20848
C 2.64695 3.39917 3.21909
C 1.38301 2.87177 2.89671
C 1.29381 2.98469 -0.76949
O 1.72834 3.20253 -1.89237
N 0.08432 2.31018 -0.47787
C -0.86227 1.95557 -1.53073
C -0.39523 0.73036 -2.29515
C -1.07062 0.40508 -3.62582
C -1.01668 -1.12101 -3.73104
C -0.74665 -1.65045 -2.31530
N -0.59208 -0.46675 -1.43548
H 3.72623 4.22789 0.04690
H 4.45709 4.32883 2.48138
H 2.98626 3.42208 4.26007
H 0.69945 2.48771 3.65831
H -1.82944 1.73657 -1.05862
H -0.98728 2.80688 -2.22110
H 0.69369 0.81318 -2.49227
H -2.09931 0.77600 -3.65082
H -0.51481 0.88979 -4.43588
H -1.94397 -1.54401 -4.12748
H -0.19967 -1.43735 -4.39197
H -1.55537 -2.30492 -1.97573
H 0.18221 -2.23052 -2.28326
H 0.29766 -0.54199 -0.93265
```